[1]
ORCA calculation (wB97M-V/def2-TZVPD) on a cluster of 3 separate species, C4H12NO in total.

XYZ file:
```
18
Properties=species:S:1:pos:R:3:forces:R:3:mulliken_charge:R:1
C -1.810 -1.321 0.909 1.3697 4.4244 1.6405 -1.02
C -1.774 -0.053 -0.122 -1.5205 -5.1874 -3.2960 -0.12
C -0.936 -0.148 -1.329 -1.3263 0.3116 2.8449 0.08
C -1.028 0.835 -2.264 0.4635 1.2969 -0.7397 -0.51
N 3.906 -0.407 0.441 -1.1144 -3.3271 -0.9223 -0.65
H -0.770 -1.449 1.221 -0.0011 -0.8447 -0.5929 0.38
H -2.246 -1.020 1.908 -0.1295 -0.0718 -1.2857 0.34
H -2.776 0.354 -0.417 1.0239 1.0185 1.2033 0.37
H -2.352 -2.182 0.570 -0.1241 -0.2871 -0.8597 0.39
H -0.275 -0.991 -1.483 0.4213 0.2339 0.4217 0.37
H -0.245 0.823 -3.066 -1.1779 0.1041 0.4378 0.28
H -1.746 1.709 -2.222 0.9527 -1.1659 0.0965 0.27
H 4.128 -0.301 1.393 0.4161 -0.1607 1.1922 0.21
H 4.298 0.327 -0.055 1.0032 1.3792 -1.2176 0.21
H 4.218 -1.353 0.059 -0.3562 2.0852 0.9199 0.24
H -0.659 1.211 0.980 1.2716 1.4632 1.5200 0.40
H -0.002 2.134 2.200 -0.5662 -0.5301 -0.3920 0.34
O 0.069 1.831 1.280 -0.6060 -0.7420 -0.9710 -0.60
```
Positions in Å, forces in eV/Å.

Values from the calculation:
- Energy above the lowest of the compared OMol25 structures with the same formula, charge and spin: 499.1 kJ/mol
- Total charge: +1
- HOMO-LUMO gap: 4.4162 eV

=====

[2]
ORCA calculation (wB97M-V/def2-TZVPD) on a cluster of 2 separate species, C4H9N3O2S in total.

XYZ file:
```
19
Properties=species:S:1:pos:R:3:forces:R:3:mulliken_charge:R:1
C -0.850 1.203 -0.392 -1.7990 -3.9142 -0.9848 -0.18
C 0.664 -1.105 -0.052 1.4539 2.6778 0.4816 0.04
C -2.180 -0.968 -0.395 1.8850 -0.5212 -0.3452 -1.09
C -1.179 -0.040 0.267 -2.8295 3.5280 -1.2525 -0.05
N -0.282 2.202 0.173 0.0142 1.2526 0.5961 -0.59
N 0.469 -2.254 -0.092 0.2024 -5.2668 -0.1095 -0.28
N 1.931 1.160 1.164 -0.1352 0.0228 -2.8067 -0.58
O 3.198 -0.742 0.083 0.3933 -0.3080 0.4660 -0.63
O 1.925 0.809 -1.327 -0.5142 0.2185 -0.2098 -0.56
S 2.039 0.068 -0.117 1.7069 0.7498 0.9713 1.14
H -1.031 1.051 -1.498 0.2248 0.9360 0.9192 0.21
H -2.251 -0.900 -1.523 0.0858 0.1794 1.4082 0.29
H -1.809 -1.973 -0.119 -0.9854 0.2417 -0.3069 0.31
H -3.096 -0.720 0.108 -0.8227 -0.2592 -0.0952 0.35
H -1.210 -0.072 1.350 0.5642 -0.1432 0.1262 0.41
H -0.126 2.898 -0.527 0.2331 0.8079 -0.3040 0.22
H 0.971 -3.190 -0.152 -0.1620 1.5332 -0.0949 0.30
H 1.703 0.775 2.021 0.1885 -1.7319 2.2463 0.28
H 1.112 1.797 1.026 0.2959 -0.0034 -0.7053 0.41
```
Positions in Å, forces in eV/Å.

Values from the calculation:
- Energy above the lowest of the compared OMol25 structures with the same formula, charge and spin: 0.0 kJ/mol
- Spin multiplicity: 3
- Total charge: 0
- HOMO-LUMO gap (alpha / beta): 6.2671 / 7.8390 eV
- ⟨S²⟩: 2.0176

=====

[3]
ORCA calculation (wB97M-V/def2-TZVPD) on a cluster of 2 separate species, CH5NOS in total.

XYZ file:
```
9
Properties=species:S:1:pos:R:3:forces:R:3:mulliken_charge:R:1
C 0.770 0.879 -0.089 0.5503 0.0512 1.0496 -0.82
N 0.218 -1.651 -0.282 0.8163 -3.6000 -1.2890 -0.58
O -2.525 0.857 -0.351 1.4049 -0.7788 0.3444 -0.41
S -0.463 -0.401 0.174 -3.4995 2.1791 1.2243 0.34
H 0.869 1.772 0.514 -0.6204 -0.3053 0.9357 0.35
H 1.728 0.438 -0.201 0.8218 -0.9022 0.4603 0.37
H 0.612 1.289 -1.032 -1.1119 0.3458 -1.8898 0.32
H -0.375 -2.532 -0.280 0.8651 1.7235 -0.0088 0.27
H -0.834 -0.651 1.547 0.7734 1.2866 -0.8267 0.18
```
Positions in Å, forces in eV/Å.

Values from the calculation:
- Energy above the lowest of the compared OMol25 structures with the same formula, charge and spin: 775.8 kJ/mol
- Total charge: 0
- HOMO-LUMO gap (alpha / beta): 7.0753 / 8.3990 eV